Entry 1:
Below is a cluster of 3 separate species, C25H58ClN2O5P2S2 in total at a distorted geometry, with properties calculated with wB97M-V/def2-TZVPD.

Atoms and positions in Å:
C: 2.0563 -4.0846 -0.4128
C: 1.7306 -2.5875 -0.4794
N: 2.0831 -2.0243 -1.7694
P: 1.8734 -0.2115 -1.8833
Cl: 3.8024 0.0796 -0.7121
C: 0.1772 -0.3811 -2.7769
C: -1.0360 -0.4755 -1.8641
N: -2.3152 -0.0258 -2.4708
C: 2.8009 -0.2442 -3.5522
C: 4.2302 -0.7972 -3.6716
C: 5.2939 0.2544 -4.0105
C: 6.1244 0.8082 -2.8610
C: 6.7810 -0.2185 -1.9620
C: 7.5727 0.4557 -0.8287
C: 7.1568 0.0129 0.5652
C: 7.4647 1.0638 1.6272
C: 6.4289 2.1913 1.6578
C: 5.2582 1.9078 2.5761
O: 4.5914 0.7580 2.1322
C: 3.3182 0.5656 2.6839
P: 1.6746 2.1271 -1.9525
C: 2.5154 2.9072 -0.5139
C: -0.0811 2.5955 -1.5998
H: 2.0975 -4.5114 -1.4124
H: 1.2834 -4.6278 0.1313
H: 2.9960 -4.2737 0.1022
H: 2.2642 -2.0902 0.3416
H: 0.6684 -2.4575 -0.2809
H: 3.0631 -2.2479 -1.9052
H: 1.2190 -0.2408 -0.5994
H: 0.0302 0.4087 -3.5172
H: 0.2412 -1.3189 -3.3270
H: -0.8838 0.1338 -0.9758
H: -1.1642 -1.5058 -1.5368
H: -2.2371 -0.0718 -3.4794
H: -2.4572 0.9526 -2.2571
H: 2.7956 0.7668 -3.9495
H: 2.1526 -0.8263 -4.2027
H: 4.5394 -1.3877 -2.8134
H: 4.2320 -1.4889 -4.5166
H: 4.8130 1.0971 -4.5061
H: 5.9875 -0.1744 -4.7391
H: 5.5095 1.4743 -2.2548
H: 6.9239 1.4206 -3.2887
H: 6.0399 -0.8771 -1.5157
H: 7.4679 -0.8214 -2.5603
H: 8.6456 0.3209 -0.9709
H: 7.4027 1.5335 -0.8969
H: 6.0881 -0.1858 0.5858
H: 7.6648 -0.9157 0.8324
H: 7.4786 0.5904 2.6110
H: 8.4573 1.4890 1.4714
H: 6.8932 3.1015 2.0411
H: 6.0349 2.3887 0.6616
H: 4.5806 2.7695 2.5765
H: 5.6276 1.7785 3.6041
H: 2.7419 1.4937 2.6852
H: 2.7940 -0.1562 2.0653
H: 3.3721 0.1775 3.7063
H: 2.3446 2.4139 0.4427
H: 2.1275 3.9258 -0.4287
H: 3.5785 2.9808 -0.7073
H: -0.4908 2.1847 -0.6747
H: -0.1249 3.6810 -1.5138
H: -0.6925 2.3168 -2.4510
C: -6.5787 -2.3521 0.5814
C: -5.6678 -2.2804 -0.6530
C: -4.5124 -1.3272 -0.3112
S: -4.3027 -1.4299 1.4720
O: -4.6453 -0.1548 2.0628
O: -3.0559 -2.0705 1.8017
C: -5.6578 -2.5602 1.7726
H: -7.3135 -3.1520 0.5028
H: -7.1188 -1.4164 0.6992
H: -5.2762 -3.2731 -0.8849
H: -6.2058 -1.9281 -1.5320
H: -3.5814 -1.5944 -0.8002
H: -4.7542 -0.2953 -0.5508
H: -6.1186 -2.3178 2.7270
H: -5.2441 -3.5682 1.7978
C: -10.0599 2.1812 3.1741
C: -8.7222 2.0174 3.9110
C: -8.6385 0.5631 4.3904
S: -9.6130 -0.4009 3.2264
O: -10.7481 -0.9637 3.9131
O: -8.7367 -1.2364 2.4456
C: -10.1665 0.9837 2.2351
H: -10.1074 3.1200 2.6248
H: -10.8857 2.1668 3.8886
H: -7.8988 2.2256 3.2262
H: -8.6346 2.7078 4.7480
H: -7.6221 0.1768 4.3873
H: -9.0863 0.4268 5.3727
H: -11.1737 0.7802 1.8799
H: -9.4809 1.0740 1.3932

For the molar mass, the calculation gives 628.3 Da. For the lowest unoccupied orbital energy, the calculation gives 1.803 eV. The net charge is -1.

Entry 2:
Below is a structure of composition C25H59CrN8O13SV at a distorted geometry, with properties calculated with wB97M-V/def2-TZVPD.

Atoms and positions in Å:
Cr: -4.1223 -0.7012 -0.6443
V: 0.3023 1.7616 1.5551
C: -3.9488 -2.3597 2.1767
O: -4.0978 -1.8494 0.8966
H: -3.0398 -2.0192 2.6815
H: -4.8193 -2.0608 2.7709
H: -3.9540 -3.4538 2.1863
S: -0.8435 0.1655 -0.3786
O: -0.3575 -0.5823 -1.5170
O: -0.5453 1.5996 -0.4707
O: -2.3171 -0.1028 -0.3003
O: -0.1546 -0.2088 0.8743
C: -2.4638 -3.0082 -1.8437
O: -3.3912 -2.1819 -1.7352
N: -2.5786 -4.2060 -2.3575
C: -3.8424 -4.5840 -2.9676
C: -1.5465 -5.2145 -2.2408
H: -1.5071 -2.8271 -1.3478
H: -3.6788 -5.3548 -3.7190
H: -4.4604 -3.7635 -3.3106
H: -4.4827 -5.1134 -2.2487
H: -1.9253 -6.1125 -1.7588
H: -1.1257 -5.4503 -3.2198
H: -0.6857 -4.8363 -1.6887
C: 3.3423 1.6437 0.4187
O: 2.1466 1.3153 0.5338
N: 4.2947 0.7328 0.4429
C: 5.7024 1.0568 0.3285
C: 3.9563 -0.6953 0.4260
H: 3.7574 2.6499 0.2846
H: 5.8072 1.8441 -0.4240
H: 6.3373 0.2454 -0.0180
H: 6.1903 1.4295 1.2309
H: 4.6589 -1.1495 -0.2729
H: 4.2181 -1.1778 1.3725
H: 2.9118 -0.8346 0.1787
C: 0.6647 -0.2657 3.8320
O: 0.6925 0.9540 3.5963
N: 1.1266 -0.8559 4.9129
C: 1.2880 -2.3062 5.0464
C: 1.6072 -0.0328 6.0163
H: 0.2130 -0.9645 3.1135
H: 0.4470 -2.7230 5.5944
H: 2.2240 -2.4714 5.5742
H: 1.4415 -2.7659 4.0715
H: 2.0556 0.9067 5.7219
H: 0.8436 0.0447 6.7977
H: 2.3356 -0.5981 6.6046
C: -4.0554 1.5354 -2.9058
O: -4.3038 0.3861 -2.4784
N: -3.0072 1.8155 -3.6328
C: -1.9456 0.8617 -3.9430
C: -2.7898 3.1224 -4.2448
H: -4.7434 2.3906 -2.9140
H: -0.9890 1.3870 -3.8652
H: -1.9129 0.6656 -5.0178
H: -1.9667 0.0239 -3.2602
H: -3.0353 3.0900 -5.3068
H: -3.4197 3.8852 -3.7878
H: -1.7476 3.4034 -4.1210
C: 2.5910 -1.2764 -2.9946
O: 2.5795 -2.4472 -3.3275
N: 3.2662 -0.2685 -3.5883
C: 4.3236 -0.5259 -4.5356
C: 3.0327 1.0940 -3.1591
H: 2.0945 -0.9570 -2.0629
H: 5.2389 -0.8818 -4.0448
H: 4.5934 0.3283 -5.1478
H: 4.0641 -1.3959 -5.1398
H: 2.3304 1.1817 -2.3316
H: 3.9466 1.6506 -2.9483
H: 2.5290 1.6289 -3.9751
C: -2.8772 2.2099 2.5445
O: -1.8002 2.0804 1.9618
N: -3.3381 3.3091 3.1038
C: -4.6688 3.3866 3.7175
C: -2.5694 4.5557 3.1936
H: -3.6340 1.4096 2.5508
H: -5.3244 3.8933 3.0069
H: -4.6994 3.8565 4.6926
H: -5.0216 2.3543 3.7384
H: -1.5093 4.3371 3.0875
H: -2.9411 5.2666 2.4600
H: -2.6795 4.9157 4.2149
C: -0.5696 -4.5526 1.7409
O: -1.0154 -5.4306 2.4511
N: 0.6580 -4.5165 1.1779
C: 1.0144 -3.3610 0.3642
C: 1.5633 -5.6352 1.3359
H: -1.2011 -3.6669 1.5357
H: 1.5004 -3.7268 -0.5421
H: 1.4914 -2.6184 0.9993
H: 0.1230 -2.9231 -0.0880
H: 1.0784 -6.5059 1.7775
H: 1.8750 -6.0958 0.3953
H: 2.3660 -5.3126 1.9985
C: 2.2177 4.3538 -1.9233
O: 3.4249 4.2184 -1.8997
N: 1.4680 4.8446 -0.9095
C: 0.0475 4.6373 -0.8365
C: 2.1729 5.5593 0.1511
H: 1.5959 3.9243 -2.7292
H: -0.5369 5.5619 -0.8776
H: -0.3082 4.0800 0.0382
H: -0.2417 4.0625 -1.7165
H: 2.6554 6.4606 -0.2268
H: 1.4236 5.9389 0.8459
H: 2.9095 4.9131 0.6229

For the molar mass, the calculation gives 814.8 Da. Its expectation value of S² is 12.046. For the lowest unoccupied orbital energy (spin up / spin down), the calculation gives -7.115 / -5.797 eV. The spin multiplicity is 7. The net charge is +2.

Entry 3:
Below is a structure of composition C25H5F15GeNO5PtS, with properties calculated with wB97M-V/def2-TZVPD.

Atoms and positions in Å:
Pt: 0.4764 -0.4771 -0.1855
O: 3.0379 -0.4502 -3.3099
C: 2.2241 -0.2796 -2.4230
O: 1.7413 -1.1963 -1.6391
C: 1.7047 1.1283 -2.1508
C: 2.0180 2.2963 -2.8199
C: 1.4263 3.4783 -2.3854
C: 0.5490 3.4828 -1.3044
C: 0.2807 2.2826 -0.6759
N: 0.8613 1.1780 -1.1278
C: -0.6202 2.0442 0.5322
O: -1.2009 2.9805 1.0354
O: -0.6611 0.8035 0.9435
H: 2.7086 2.2591 -3.6502
H: 1.6539 4.4068 -2.8929
H: 0.0786 4.3839 -0.9371
O: 0.4989 0.1274 3.5953
H: 0.5879 -0.8057 3.3618
H: -0.0076 0.4853 2.8505
F: 0.5486 -3.9248 -1.9395
C: 0.4408 -5.1372 -1.3972
C: 0.8806 -5.3512 -0.0991
C: 0.7358 -6.6353 0.3904
F: 1.1045 -6.9441 1.6452
C: 0.2007 -7.6673 -0.3628
F: 0.0793 -8.8981 0.1477
C: -0.2175 -7.4158 -1.6546
F: -0.7361 -8.3986 -2.3927
C: -0.0990 -6.1409 -2.1796
F: -0.5040 -5.9010 -3.4290
Ge: 1.5296 -3.7743 0.9117
S: -0.0915 -2.3505 1.0883
C: 2.2370 -4.4408 2.6345
C: 1.8011 -4.0596 3.8912
F: 0.7691 -3.2284 4.0425
C: 2.4059 -4.5190 5.0520
F: 1.9624 -4.1365 6.2517
C: 3.4798 -5.3839 4.9667
F: 4.0680 -5.8320 6.0762
C: 3.9425 -5.7880 3.7267
F: 4.9756 -6.6317 3.6443
C: 3.3138 -5.3107 2.5941
F: 3.7732 -5.7417 1.4072
C: 3.1509 -3.0570 0.0615
C: 3.7206 -3.5036 -1.1153
F: 3.2552 -4.6011 -1.7306
C: 4.7782 -2.8533 -1.7225
F: 5.2964 -3.3066 -2.8640
C: 5.2999 -1.7173 -1.1326
F: 6.3189 -1.0754 -1.7019
C: 4.7744 -1.2556 0.0609
F: 5.2956 -0.1679 0.6396
C: 3.7191 -1.9364 0.6380
F: 3.2455 -1.4754 1.8052

For the molar mass, the calculation gives 984.0 Da. The value obtained for the relative energy (zero: lowest compared OMol25 entry of this formula, charge and spin) is 0.0000 eV. For the lowest unoccupied orbital energy, the calculation gives 1.922 eV. The net charge is -1.

Entry 4:
Below is a cluster of 7 separate species, C25H60B2F11N4O6 in total at a distorted geometry, with properties calculated with wB97M-V/def2-TZVPD.

Atoms and positions in Å:
C: -1.4714 1.2452 -3.8443
C: -0.6020 0.5529 -4.9259
C: 0.3789 -0.6127 -4.4532
C: -0.1459 -2.0028 -4.0242
C: -1.0807 -2.4825 -5.0881
C: -2.0769 -1.4424 -5.6280
N: -1.4806 -0.0274 -5.9621
O: -1.9021 0.5371 -6.8692
C: -3.2578 -1.2329 -4.5526
C: -2.7365 -1.9293 -6.9189
C: 0.3000 1.5715 -5.7109
H: -2.2267 1.7650 -4.4196
H: -0.8215 1.9076 -3.2844
H: -2.0417 0.5942 -3.1723
H: 1.0060 -0.0462 -3.7671
H: 1.1208 -0.9081 -5.2409
H: -0.7311 -2.0135 -3.0875
H: 0.7537 -2.6152 -3.8250
H: -1.7589 -3.2861 -4.7210
H: -0.4853 -2.9126 -5.9275
H: -3.9330 -2.1724 -4.5401
H: -3.9525 -0.4141 -4.7345
H: -2.9106 -1.1730 -3.5473
H: -3.5329 -1.2059 -7.1991
H: -3.3089 -2.8800 -6.6948
H: -1.9082 -2.0809 -7.6490
H: -0.3449 2.4921 -5.8394
H: 0.5932 1.3265 -6.7429
H: 1.2197 1.6764 -5.0957
C: 1.6141 0.4833 4.5683
C: 2.2038 1.5725 3.7188
C: 3.7184 1.8305 4.0488
O: 3.9001 2.5602 5.2908
C: 3.5547 3.9632 5.1025
N: 1.9166 1.2550 2.2480
H: 1.7110 0.2833 2.0803
H: 0.7164 -0.6635 0.0544
H: 2.5988 1.5714 1.5593
H: 1.8632 0.8447 5.6164
H: 1.9819 -0.5638 4.4987
H: 0.5472 0.4981 4.3552
H: 1.6041 2.5031 3.9732
H: 4.1483 2.4911 3.2875
H: 4.2290 0.8512 4.0042
H: 2.5645 4.2144 4.6651
H: 4.3762 4.4919 4.5898
H: 3.5677 4.3653 6.0849
C: -1.8581 5.2772 -0.9342
C: -0.5727 4.5916 -0.3746
C: 0.2842 5.5439 0.5235
O: 1.5317 4.9549 0.8708
C: 2.7393 5.3357 0.0732
N: -0.8069 3.3592 0.3926
H: -0.9271 2.5353 -0.2705
H: 0.0196 3.0756 0.9829
H: -1.6464 3.4092 0.9477
H: -1.6647 5.8501 -1.9248
H: -2.3512 5.9347 -0.2037
H: -2.5492 4.5288 -1.2777
H: 0.1078 4.2692 -1.1435
H: -0.2982 5.6672 1.4497
H: 0.3614 6.5238 0.0363
H: 3.3368 6.0407 0.5868
H: 2.4330 5.8527 -0.8113
H: 3.2788 4.4227 -0.1397
C: -2.5341 -1.1167 4.3796
C: -1.1362 -1.8624 4.4203
C: -1.2338 -3.2268 5.0824
O: -0.0655 -4.0011 4.6830
C: 0.2618 -5.0747 5.5892
N: -0.6065 -1.9235 2.9942
H: -0.1478 -1.0705 2.7443
H: 0.1251 -2.6871 2.9077
H: -1.3719 -2.1210 2.3427
H: -2.9430 -0.9268 5.4310
H: -3.2618 -1.7534 3.8387
H: -2.4593 -0.1467 3.8495
H: -0.3812 -1.2025 4.9068
H: -2.1020 -3.7878 4.7186
H: -1.3265 -3.1100 6.1310
H: -0.6281 -5.7110 5.8054
H: 0.5670 -4.6385 6.5343
H: 1.0142 -5.7281 5.1571
C: 1.3746 -2.4823 -0.0577
O: 0.4825 -3.5194 -0.5811
O: 0.7418 -1.4539 0.5863
C: 2.5383 -3.0897 0.7972
F: 3.2831 -3.9189 0.0491
F: 3.3106 -2.0786 1.3405
F: 2.0905 -3.8313 1.7983
C: -0.3291 -4.3379 0.2708
C: -0.9331 -5.3863 -0.6334
H: -1.9458 -5.4637 -0.2637
H: -0.7950 -5.1534 -1.6468
H: -0.4533 -6.2850 -0.4524
H: -1.0749 -3.6720 0.7372
H: 0.3455 -4.8150 1.0127
H: 1.8228 -2.2364 -0.9718
B: 1.6953 1.1418 -1.4732
F: 0.4841 1.2737 -0.7020
F: 2.7614 1.2980 -0.5900
F: 1.6954 -0.1337 -2.0930
F: 1.6588 2.1501 -2.4875
B: -2.2990 0.0980 0.5538
F: -3.5310 0.5005 0.9082
F: -1.3156 0.5749 1.4232
F: -2.3422 -1.4268 0.6677
F: -1.9326 0.3806 -0.7718

For the molar mass, the calculation gives 743.4 Da. For the lowest unoccupied orbital energy, the calculation gives -4.680 eV. The net charge is +1.

Entry 5:
Below is a cluster of 9 separate species, C25H61F6N2O28P5 in total at a distorted geometry, with properties calculated with wB97M-V/def2-TZVPD.

Atoms and positions in Å:
C: -0.5000 -1.5905 -2.5425
C: -0.8900 -1.4633 -1.0276
O: 0.2326 -1.0628 -0.2813
C: 0.7253 0.1298 -0.3093
O: 0.2633 1.0213 -0.9899
C: 2.1602 0.2626 0.2483
F: 2.5809 1.5038 0.1581
F: 2.1729 -0.1048 1.5504
F: 3.0044 -0.5648 -0.3732
H: 0.4763 -2.0771 -2.5498
H: -0.4296 -0.6013 -2.9900
H: -1.2082 -2.2132 -3.0835
H: -1.1087 -2.5144 -0.8738
H: -1.7212 -0.7714 -0.9368
C: -4.4511 1.4019 1.5163
C: -3.3032 0.4393 1.6999
O: -3.3562 -0.1775 2.9939
C: -2.4047 -1.0354 3.2929
O: -1.4746 -1.2967 2.5899
C: -2.6863 -1.8608 4.5767
F: -3.4311 -2.9099 4.2593
F: -1.5157 -2.2675 5.0829
F: -3.2609 -1.1087 5.5250
H: -4.4554 1.8060 0.5067
H: -4.1970 2.2383 2.1758
H: -5.4188 0.9979 1.8012
H: -2.3361 0.9484 1.6651
H: -3.2717 -0.3230 0.9165
C: -1.7361 6.0807 3.1675
O: -1.6821 4.6834 3.5151
P: -0.3659 3.8607 3.1413
O: 0.8223 4.6888 2.9674
O: -0.3109 2.7629 4.2911
C: -1.4249 2.1168 4.8598
O: -0.8704 2.9904 1.8891
C: -0.6656 3.4527 0.5460
H: -2.7476 6.4151 3.3675
H: -1.5660 6.1342 2.0886
H: -0.9745 6.7355 3.5845
H: -1.8357 2.7573 5.6521
H: -1.1878 1.2051 5.4046
H: -2.2581 2.0190 4.1623
H: -0.4130 4.5044 0.4191
H: -1.6148 3.2196 0.0602
H: 0.1021 2.8729 0.0313
C: 4.1102 3.3554 4.6112
O: 3.9404 1.9317 4.7850
P: 3.2813 1.2320 6.0618
O: 4.0945 1.1193 7.2886
O: 1.8573 1.9623 6.2007
C: 1.7002 3.1240 7.0323
O: 2.9004 -0.2097 5.4517
C: 1.8071 -0.3544 4.5268
H: 5.1726 3.4688 4.4149
H: 3.7988 3.8859 5.5091
H: 3.4517 3.6597 3.7992
H: 0.6746 3.1515 7.3831
H: 1.9483 4.0121 6.4509
H: 2.4222 3.0989 7.8500
H: 1.5115 0.5489 3.9995
H: 1.0073 -0.7489 5.1571
H: 2.0579 -1.1356 3.8134
C: 2.0138 0.0607 -5.4139
O: 1.1389 0.3332 -6.4986
P: -0.2274 -0.4679 -6.7658
O: -0.8038 -0.2754 -8.0901
O: 0.1159 -1.9612 -6.2783
C: 1.0693 -2.6594 -7.0664
O: -1.1648 0.0377 -5.5976
C: -1.3259 1.4056 -5.3303
H: 2.7236 0.8893 -5.4650
H: 2.6182 -0.8383 -5.5523
H: 1.4791 0.0603 -4.4632
H: 1.5853 -3.3742 -6.4233
H: 1.7948 -2.0531 -7.6100
H: 0.5440 -3.2769 -7.8018
H: -0.4988 1.8830 -4.7918
H: -2.1449 1.5759 -4.6253
H: -1.5423 2.0128 -6.2102
C: -1.8283 4.2880 -2.4635
O: -0.8220 5.2952 -2.4608
P: 0.5026 4.9031 -3.2820
O: 0.2157 4.6596 -4.7154
O: 1.1249 3.6094 -2.5504
C: 2.4586 3.2003 -2.8211
O: 1.5100 6.1372 -3.0268
C: 2.3834 6.6226 -4.0692
H: -2.5049 4.4851 -3.2939
H: -2.4659 4.2709 -1.5758
H: -1.4771 3.2539 -2.4881
H: 2.4564 2.2703 -3.3898
H: 2.8843 2.9328 -1.8535
H: 3.0974 3.9587 -3.2706
H: 2.3129 5.9850 -4.9492
H: 3.4208 6.5724 -3.7394
H: 2.0544 7.6493 -4.1963
C: 1.4804 -5.2091 -2.0133
O: 1.1529 -4.3128 -0.9467
P: 1.3817 -4.8986 0.5361
O: 0.9051 -6.2916 0.7597
O: 0.8002 -3.8052 1.5573
C: 0.9180 -3.9910 2.9548
O: 2.9304 -4.8527 0.7664
C: 3.5654 -5.6770 1.7431
H: 2.0702 -4.6396 -2.7296
H: 0.5705 -5.6080 -2.4601
H: 2.0706 -6.0666 -1.6866
H: 0.1344 -3.3999 3.4300
H: 1.8524 -3.6275 3.3847
H: 0.7251 -5.0264 3.2438
H: 4.5399 -5.2599 1.9951
H: 3.8148 -6.6401 1.2965
H: 2.9704 -5.8067 2.6408
C: -2.9150 -4.9596 -4.5827
N: -3.7755 -6.1618 -4.4116
O: -3.3900 -7.0665 -3.7043
O: -4.8775 -6.1235 -4.9247
H: -2.3159 -4.8889 -3.6802
H: -3.5084 -4.0960 -4.8441
H: -2.2703 -5.3028 -5.3951
C: -2.5989 -5.5830 1.3787
N: -2.8721 -4.3852 0.5174
O: -2.6494 -4.5022 -0.6664
O: -3.0870 -3.3403 1.0772
H: -2.7784 -5.1344 2.3542
H: -1.5276 -5.7629 1.3290
H: -3.2177 -6.4340 1.1265

For the molar mass, the calculation gives 1106.6 Da. The value obtained for the relative energy (zero: lowest compared OMol25 entry of this formula, charge and spin) is 1.0861 eV. For the lowest unoccupied orbital energy, the calculation gives 0.132 eV.